Molecular formula: CH2N4O3
Method: DFT, ωB97M-V with the def2-TZVPD basis set

Atoms and positions in Å:
N: 3.086 -2.477 0.205
C: 3.396 -1.469 -0.171
O: 3.671 -0.322 -0.564
N: 3.603 0.802 0.403
O: 3.915 1.803 -0.102
N: -0.591 0.407 0.092
N: 0.702 0.153 0.436
O: 1.416 1.182 0.336
H: -1.180 -0.451 -0.150
H: -0.825 1.293 -0.168

Computed properties:
net charge = 0
HOMO level = -10.4 eV
Kohn-Sham gap = 9.91 eV
structure (SMILES) = N#CON=O.NN=O
LUMO level = -0.5 eV

---

Molecular formula: CH2N4O3
Method: DFT, ωB97M-V with the def2-TZVPD basis set

Atoms and positions in Å:
O: 2.325 -0.514 -0.291
N: 1.259 0.265 0.252
C: 0.127 -0.369 0.207
O: -0.150 -1.608 0.268
N: -1.565 -1.681 -0.215
N: -1.974 -0.531 -0.253
N: -1.109 0.329 0.340
O: -1.087 1.580 -0.226
H: 2.905 0.289 -0.523
H: -0.729 2.241 0.442

Computed properties:
net charge = 0
HOMO level = -9.3 eV
Kohn-Sham gap = 9.31 eV
structure (SMILES) = O/N=c1\onnn1O
LUMO level = 0.1 eV

---

Molecular formula: CH2N4O4S
Method: DFT, ωB97M-V with the def2-TZVPD basis set

Atoms and positions in Å:
C: 0.532 1.061 -0.948
N: -0.640 0.907 -0.877
N: 1.688 1.507 -1.033
N: 0.859 -0.844 0.626
N: 2.386 1.721 -2.267
O: 3.425 2.263 -2.142
O: 1.835 1.353 -3.255
O: 2.950 -0.714 -0.740
O: 2.780 0.683 1.309
S: 2.200 -0.172 0.333
H: -1.229 0.130 -0.652
H: 0.591 -0.517 1.538

Computed properties:
net charge = 0
HOMO level = -11.4 eV
Kohn-Sham gap = 10.66 eV
LUMO level = -0.7 eV

---

Molecular formula: CH2N4S2
Method: DFT, ωB97M-V with the def2-TZVPD basis set

Atoms and positions in Å:
C: 0.150 -1.197 -1.122
N: -0.110 0.831 0.734
N: 1.210 -0.799 -0.745
N: 1.165 0.757 0.840
N: 1.853 0.050 0.030
S: -1.167 1.668 1.650
S: -1.141 -2.120 -1.595
H: -0.513 2.118 2.662
H: -1.447 -1.307 -2.454

Computed properties:
net charge = 0
HOMO level (spin up / spin down) = -7.9 / -7.9 eV
Kohn-Sham gap (spin up / spin down) = 7.72 / 7.72 eV
LUMO level (spin up / spin down) = -0.2 / -0.2 eV

---

Molecular formula: CH2N4S2
Method: DFT, ωB97M-V with the def2-TZVPD basis set

Atoms and positions in Å:
C: 0.104 -1.191 0.472
N: 0.310 -2.388 1.201
N: 1.411 -0.985 -0.126
N: 1.454 -2.777 0.969
N: 2.185 -1.868 0.169
S: 0.151 -0.010 1.835
S: -1.454 -1.254 -0.465
H: 0.443 1.152 1.182
H: -0.916 -0.934 -1.712

Computed properties:
net charge = 0
HOMO level (spin up / spin down) = -6.7 / -9.3 eV
Kohn-Sham gap (spin up / spin down) = 6.81 / 4.35 eV
LUMO level (spin up / spin down) = 0.1 / -5.0 eV
multiplicity = 3

---

Molecular formula: CH2N7
Method: DFT, ωB97M-V with the def2-TZVPD basis set

Atoms and positions in Å:
C: 0.799 -1.558 -0.136
N: 1.278 -0.447 0.351
N: 0.332 0.391 0.260
N: 0.346 1.613 0.783
N: -0.487 2.454 0.550
N: -0.998 3.422 0.392
N: -0.713 -0.045 -0.369
N: -0.500 -1.316 -0.576
H: 1.148 -2.569 -0.311
H: -1.204 -1.945 -0.943

Computed properties:
net charge = +1
HOMO level = -15.2 eV
Kohn-Sham gap = 9.93 eV
LUMO level = -5.3 eV

---

Energy relative to the best compared isomer or geometry (same formula, charge and spin): 153.1 159.0 79.7 380.1 0.0 0.0 (kJ/mol)
E_tot: -483.82284 -483.82056 -957.24414 -1054.49500 -1054.44968 -422.15841 (a.u.)